No. 1
# C11H18BiClIN2O2P

C11H18BiClIN2O2P as an isolated structure at a distorted geometry (ωB97M-V with the def2-TZVPD basis set, the Open Molecules 2025 dataset).

Summary:
Relative energy (zero: lowest compared OMol25 entry of this formula, charge and spin): 2.679 eV
2S+1: 1
Max |F|: 3.9 eV/Å
HOMO (spin up / spin down): -14.4 / -14.4 eV
Orbital gap (spin up / spin down): 5.2 / 4.5 eV
Charge: +2

```
37
C11H18BiClIN2O2P (ωB97M-V with the def2-TZVPD basis set)
C -2.304 1.500 -0.101
C -1.559 0.378 0.529
H -3.041 1.946 0.596
H -2.848 1.169 -1.004
H -1.590 2.292 -0.386
O -1.647 0.003 1.664
I 1.487 -2.840 0.118
Bi 0.262 -0.109 -1.430
P -1.681 -2.220 -1.162
C -1.850 -3.522 0.102
C -3.411 -1.741 -1.448
H -1.023 -2.508 -3.476
H -2.202 -3.774 -2.990
H -0.480 -3.905 -2.483
C -1.310 -3.206 -2.671
H -3.454 -0.977 -2.235
H -3.973 -2.633 -1.772
H -2.562 -4.284 -0.242
H -2.201 -3.089 1.044
H -3.860 -1.348 -0.527
H -0.880 -4.005 0.288
C 0.337 -1.365 1.602
O 0.193 -1.699 2.698
Cl -0.487 0.472 -3.713
N 4.476 4.023 2.105
C 3.566 3.169 1.580
C 2.462 2.723 2.341
C 1.534 1.861 1.763
N 1.636 1.439 0.480
C 2.718 1.833 -0.239
C 3.688 2.692 0.260
H 4.396 4.378 3.041
H 5.262 4.364 1.577
H 2.346 3.061 3.372
H 0.678 1.496 2.343
H 2.793 1.431 -1.260
H 4.529 2.992 -0.364
```

---

No. 2
# CH3ClFN

One molecule with the formula CH3ClFN at a distorted geometry (ωB97M-V with the def2-TZVPD basis set, the Open Molecules 2025 dataset).

Summary:
SMILES: CN(F)Cl
Relative energy (zero: lowest compared OMol25 entry of this formula, charge and spin): 1.855 eV
2S+1: 1
Max |F|: 4.6 eV/Å
HOMO: -10.1 eV
Orbital gap: 10.7 eV
Charge: 0

```
7
CH3ClFN (ωB97M-V with the def2-TZVPD basis set)
C -0.094 -0.130 -0.106
N -0.862 -0.995 -1.136
F -0.436 -0.668 -2.395
Cl -2.611 -0.582 -1.097
H 0.866 -0.426 -0.258
H -0.201 1.042 -0.214
H -0.397 -0.345 0.883
```

---

No. 3
# C18H17IN6O3

One molecule with the formula C18H17IN6O3 at a distorted geometry (ωB97M-V with the def2-TZVPD basis set, the Open Molecules 2025 dataset).

Summary:
SMILES: CCC(=O)Nc1cc(N(C)C)ccc1/N=N/c1c(I)cc([N+](=O)[O-])cc1C#N
2S+1: 1
Max |F|: 6.0 eV/Å
HOMO: -8.5 eV
Orbital gap: 7.3 eV
Charge: 0

```
45
C18H17IN6O3 (ωB97M-V with the def2-TZVPD basis set)
C 2.503 -4.030 -2.292
C 1.497 -2.998 -1.700
C 1.785 -2.197 -0.471
O 2.784 -2.343 0.118
N 0.980 -1.166 -0.195
C 0.999 -0.292 0.902
C 1.514 -0.722 2.158
C 1.252 0.120 3.315
N 1.416 -0.362 4.531
C 0.446 -1.489 5.035
C 2.803 -0.222 5.051
C 0.848 1.377 3.094
C 0.171 1.739 1.939
C 0.192 0.927 0.817
N -0.493 1.139 -0.376
N -1.283 2.118 -0.516
C -1.907 2.183 -1.736
C -3.181 1.450 -1.780
I -4.075 0.522 0.096
C -3.960 1.368 -2.966
C -3.455 1.981 -4.154
N -4.155 1.907 -5.456
O -5.316 1.373 -5.442
O -3.547 2.137 -6.475
C -2.311 2.727 -4.082
C -1.532 2.818 -2.910
C -0.321 3.570 -2.895
N 0.589 4.323 -3.015
H 2.419 -4.847 -1.666
H 3.552 -3.733 -2.259
H 2.139 -4.211 -3.310
H 0.479 -3.334 -1.483
H 1.300 -2.281 -2.552
H 0.239 -0.900 -0.797
H 1.991 -1.623 2.327
H -0.023 -1.095 5.993
H 0.936 -2.396 5.266
H -0.286 -1.765 4.347
H 2.777 -0.568 6.106
H 3.189 0.778 4.998
H 3.406 -0.820 4.420
H 0.841 1.981 3.989
H -0.375 2.701 1.886
H -4.899 0.936 -2.946
H -1.928 3.219 -4.917
```

---

No. 4
# C48H59N5OP2PdSSi2

C48H59N5OP2PdSSi2 as an isolated structure at a distorted geometry (ωB97M-V with the def2-TZVPD basis set, the Open Molecules 2025 dataset).

Summary:
Relative energy (zero: lowest compared OMol25 entry of this formula, charge and spin): 0.281 eV
2S+1: 3
Max |F|: 1.3 eV/Å
HOMO (spin up / spin down): -6.6 / -8.0 eV
Orbital gap (spin up / spin down): 6.6 / 7.2 eV
Charge: 0

```
119
C48H59N5OP2PdSSi2 (ωB97M-V with the def2-TZVPD basis set)
Pd -0.329 0.985 0.248
C 0.152 4.463 1.751
Si 0.691 4.447 -0.060
C -0.613 5.291 -1.102
C 2.267 5.481 -0.150
N 0.860 2.846 -0.729
P 2.108 1.878 -0.454
C 1.425 0.251 -0.584
P 2.272 -1.297 -0.480
N 1.227 -2.466 -0.483
Si 1.258 -4.140 -0.159
C 2.956 -4.945 -0.129
C 0.479 -4.526 1.516
C 0.197 -4.978 -1.461
C 3.407 -1.404 -1.903
C 3.108 -0.676 -3.055
C 3.918 -0.770 -4.177
C 5.029 -1.601 -4.161
C 5.314 -2.361 -3.032
C 4.502 -2.270 -1.910
C 3.317 -1.339 1.020
C 2.644 -1.660 2.200
C 3.320 -1.748 3.406
C 4.683 -1.483 3.453
C 5.360 -1.141 2.291
C 4.685 -1.080 1.078
C 3.470 2.265 -1.601
C 4.738 1.698 -1.471
C 5.738 1.987 -2.385
C 5.473 2.843 -3.448
C 4.210 3.398 -3.596
C 3.208 3.106 -2.678
C 2.861 2.116 1.214
C 2.176 1.707 2.359
C 2.680 1.972 3.622
C 3.879 2.655 3.765
C 4.570 3.074 2.639
C 4.066 2.805 1.373
H -0.664 5.174 1.925
H 0.984 4.728 2.411
H -0.201 3.478 2.052
H -0.788 6.310 -0.735
H -1.562 4.746 -1.068
H -0.295 5.358 -2.147
H 2.018 6.549 -0.185
H 2.856 5.249 -1.043
H 2.899 5.314 0.724
H 3.607 -4.465 0.611
H 3.446 -4.881 -1.106
H 2.868 -6.003 0.136
H 0.577 -5.597 1.731
H -0.589 -4.284 1.535
H 0.971 -3.987 2.332
H 0.383 -6.058 -1.489
H 0.412 -4.571 -2.453
H -0.866 -4.825 -1.251
H 2.233 -0.037 -3.061
H 3.686 -0.188 -5.062
H 5.670 -1.664 -5.033
H 6.165 -3.031 -3.030
H 4.717 -2.868 -1.033
H 1.580 -1.856 2.149
H 2.786 -2.013 4.310
H 5.216 -1.546 4.394
H 6.420 -0.918 2.327
H 5.238 -0.852 0.177
H 4.939 1.032 -0.641
H 6.720 1.543 -2.273
H 6.254 3.074 -4.163
H 4.006 4.064 -4.426
H 2.212 3.520 -2.782
H 1.240 1.187 2.255
H 2.131 1.652 4.500
H 4.269 2.868 4.754
H 5.499 3.623 2.741
H 4.603 3.155 0.503
C -7.221 1.485 2.136
C -6.341 0.321 2.594
C -4.860 0.581 2.346
N -4.538 0.388 0.930
C -3.481 0.901 0.321
S -2.406 1.982 1.090
N -3.249 0.533 -0.988
C -4.013 -0.049 -2.007
O -3.439 -0.408 -3.008
C -5.495 -0.207 -1.876
C -6.046 -1.423 -2.266
C -7.417 -1.617 -2.200
C -8.243 -0.584 -1.778
C -7.699 0.650 -1.444
C -6.327 0.841 -1.491
H -8.276 1.283 2.330
H -7.100 1.659 1.065
H -6.946 2.402 2.661
H -6.639 -0.600 2.080
H -6.479 0.149 3.663
H -4.237 -0.084 2.946
H -4.604 1.601 2.615
H -5.005 -0.389 0.481
H -2.305 0.717 -1.277
H -5.386 -2.202 -2.627
H -7.842 -2.570 -2.491
H -9.313 -0.737 -1.717
H -8.350 1.466 -1.154
H -5.902 1.809 -1.250
N -1.165 -1.343 0.720
C -2.363 -2.075 0.673
C -3.088 -2.353 1.834
C -4.294 -3.035 1.766
C -4.791 -3.467 0.542
C -4.058 -3.213 -0.613
C -2.860 -2.517 -0.555
H -0.466 -1.689 0.057
H -0.745 -1.373 1.636
H -2.686 -2.044 2.795
H -4.840 -3.249 2.679
H -5.725 -4.012 0.493
H -4.422 -3.574 -1.568
H -2.286 -2.319 -1.455
```

---

No. 5
# C14H25NO6S

One molecule with the formula C14H25NO6S (ωB97M-V with the def2-TZVPD basis set, the Open Molecules 2025 dataset).

Summary:
SMILES: CCOC(=O)CSC[C@@H](NC(=O)OC(C)(C)C)C(=O)OCC
Relative energy (zero: lowest compared OMol25 entry of this formula, charge and spin): 0.000 eV
2S+1: 1
Max |F|: 0.6 eV/Å
HOMO: -8.9 eV
Orbital gap: 9.6 eV
Charge: 0

```
47
C14H25NO6S (ωB97M-V with the def2-TZVPD basis set)
C -1.679 2.443 3.953
C -1.191 3.299 2.794
O 0.194 3.058 2.521
C 0.498 2.014 1.756
O -0.315 1.278 1.255
C 1.993 1.893 1.595
S 2.508 0.149 1.478
C 2.723 -0.080 -0.314
C 1.421 -0.161 -1.120
N 0.416 -0.957 -0.477
C -0.084 -2.070 -1.070
O 0.365 -2.541 -2.090
O -1.100 -2.550 -0.342
C -1.772 -3.770 -0.734
C -2.429 -3.595 -2.103
C -2.833 -3.972 0.348
C -0.788 -4.940 -0.744
C 0.883 1.224 -1.489
O 1.521 2.246 -1.413
O -0.347 1.134 -1.964
C -0.979 2.336 -2.410
C -1.578 3.117 -1.250
H -2.713 2.689 4.176
H -1.072 2.624 4.837
H -1.616 1.389 3.692
H -1.249 4.362 3.035
H -1.774 3.088 1.893
H 2.497 2.344 2.448
H 2.299 2.397 0.677
H 3.259 -1.025 -0.389
H 3.348 0.729 -0.692
H 1.641 -0.668 -2.073
H -0.070 -0.550 0.311
H -1.670 -3.437 -2.864
H -3.097 -2.736 -2.089
H -3.001 -4.485 -2.353
H -3.507 -3.120 0.372
H -2.358 -4.064 1.321
H -3.405 -4.873 0.145
H -1.320 -5.864 -0.950
H -0.033 -4.787 -1.510
H -0.296 -5.021 0.223
H -0.243 2.947 -2.942
H -1.755 2.000 -3.100
H -0.786 3.509 -0.617
H -2.214 2.463 -0.658
H -2.167 3.946 -1.632
```

---

No. 6
# C2H8NS2

An isolated ion of composition C2H8NS2 and charge +1 at a distorted geometry (ωB97M-V with the def2-TZVPD basis set, the Open Molecules 2025 dataset).

Summary:
SMILES: [NH3+]CCSS
Relative energy (zero: lowest compared OMol25 entry of this formula, charge and spin): 0.431 eV
2S+1: 1
Max |F|: 1.2 eV/Å
HOMO: -12.2 eV
Orbital gap: 8.4 eV
Charge: +1

```
13
C2H8NS2 (ωB97M-V with the def2-TZVPD basis set)
N -1.580 1.808 0.469
C -1.536 0.604 1.386
C -0.144 -0.067 1.306
S 0.061 -1.181 -0.157
S 1.508 -0.114 -1.287
H -1.099 2.594 0.907
H -2.477 2.124 0.100
H -1.001 1.495 -0.322
H -2.301 -0.137 1.132
H -1.822 0.944 2.374
H 0.705 0.601 1.205
H -0.125 -0.690 2.197
H 1.259 -1.078 -2.207
```

---

No. 7
# C51H42CoF9N4O4PSSi

C51H42CoF9N4O4PSSi as an isolated structure (ωB97M-V with the def2-TZVPD basis set, the Open Molecules 2025 dataset).

Summary:
2S+1: 2
Max |F|: 0.5 eV/Å
HOMO (spin up / spin down): -1.9 / -1.7 eV
Orbital gap (spin up / spin down): 5.9 / 5.7 eV
Charge: -2

```
114
C51H42CoF9N4O4PSSi (ωB97M-V with the def2-TZVPD basis set)
Co -0.368 0.506 0.495
C -0.754 4.059 0.351
Si -1.356 2.483 1.250
C -1.072 2.941 3.088
C -3.275 2.650 1.151
C -4.138 1.639 0.718
C -5.518 1.813 0.693
C -6.081 3.014 1.103
C -5.248 4.037 1.538
C -3.871 3.848 1.560
H -1.477 4.877 0.432
H -0.590 3.850 -0.708
H 0.189 4.397 0.792
H -1.637 3.828 3.393
H -0.009 3.139 3.254
H -1.366 2.108 3.732
H -3.726 0.691 0.403
H -6.153 1.002 0.354
H -7.156 3.153 1.084
H -5.671 4.983 1.861
H -3.242 4.664 1.903
F 4.196 -1.288 -6.319
C 3.292 -0.288 -6.175
F 3.842 0.792 -6.772
F 2.227 -0.639 -6.921
C 2.941 -0.037 -4.742
C 1.886 -0.720 -4.154
C 1.585 -0.511 -2.817
C 2.335 0.382 -2.055
C 3.393 1.059 -2.658
C 3.699 0.852 -3.994
P 1.857 0.514 -0.269
C 2.872 -0.918 0.323
C 4.212 -1.083 -0.022
C 4.927 -2.191 0.403
C 4.292 -3.154 1.177
C 2.956 -3.012 1.516
C 2.247 -1.899 1.085
C 5.057 -4.338 1.688
F 5.420 -4.190 2.984
F 6.199 -4.559 1.003
F 4.346 -5.481 1.627
C 2.890 1.946 0.237
C 2.511 3.189 -0.263
C 3.201 4.337 0.100
C 4.271 4.248 0.977
C 4.638 3.017 1.507
C 3.946 1.875 1.141
C 5.031 5.466 1.400
F 6.369 5.311 1.243
F 4.693 6.568 0.704
F 4.850 5.766 2.705
H 1.286 -1.406 -4.737
H 0.761 -1.047 -2.362
H 3.975 1.776 -2.092
H 4.514 1.394 -4.457
H 4.705 -0.343 -0.643
H 5.966 -2.312 0.127
H 2.458 -3.776 2.100
H 1.199 -1.799 1.328
H 1.651 3.247 -0.921
H 2.890 5.300 -0.283
H 5.462 2.955 2.208
H 4.221 0.925 1.579
C 2.019 0.827 3.859
O 1.482 0.988 2.560
C 0.274 0.289 2.281
O -0.119 -0.444 3.170
H 2.694 1.669 4.022
H 2.578 -0.112 3.941
H 1.230 0.822 4.611
C -1.186 1.264 -6.493
C -0.677 1.712 -5.150
C 0.368 2.626 -5.038
C 0.769 2.910 -3.746
N 0.215 2.380 -2.672
C -0.804 1.506 -2.861
S -1.606 0.791 -1.516
N -1.255 1.166 -4.096
H -2.272 1.349 -6.524
H -0.935 0.212 -6.643
H -0.749 1.847 -7.304
H 0.850 3.062 -5.902
H 1.597 3.596 -3.565
O 0.326 -3.024 -1.004
C -0.661 -2.733 -0.342
N -1.726 -3.622 -0.174
C -2.600 -3.143 0.872
C -2.068 -1.690 0.993
O -2.668 -0.828 1.607
N -0.888 -1.573 0.345
C -2.374 -3.896 2.186
C -2.641 -5.263 2.228
C -2.427 -5.995 3.385
C -1.941 -5.364 4.523
C -1.672 -4.005 4.488
C -1.888 -3.267 3.328
C -4.072 -3.155 0.493
C -4.501 -3.698 -0.710
C -5.851 -3.706 -1.043
C -6.785 -3.160 -0.177
C -6.359 -2.606 1.026
C -5.015 -2.608 1.362
H -1.509 -4.600 -0.276
H -3.039 -5.758 1.348
H -2.641 -7.058 3.398
H -1.767 -5.933 5.429
H -1.280 -3.504 5.365
H -1.647 -2.210 3.306
H -3.767 -4.085 -1.405
H -6.168 -4.125 -1.990
H -7.836 -3.152 -0.440
H -7.077 -2.156 1.701
H -4.683 -2.158 2.288
```

---

No. 8
# C23H14BF2N2NiOPS2

C23H14BF2N2NiOPS2 as an isolated structure (ωB97M-V with the def2-TZVPD basis set, the Open Molecules 2025 dataset).

Summary:
Relative energy (zero: lowest compared OMol25 entry of this formula, charge and spin): 0.289 eV
2S+1: 1
Max |F|: 0.5 eV/Å
HOMO (spin up / spin down): 0.6 / 0.6 eV
Orbital gap (spin up / spin down): 4.0 / 4.0 eV
Charge: -2

```
47
C23H14BF2N2NiOPS2 (ωB97M-V with the def2-TZVPD basis set)
Ni 2.061 0.691 0.201
O 3.053 0.984 2.939
C 2.217 0.577 2.133
C 1.039 -0.207 2.793
C 0.937 -0.368 4.171
C -0.099 -1.105 4.722
C -1.041 -1.708 3.889
C -0.944 -1.553 2.514
C 0.085 -0.789 1.964
P 0.344 -0.472 0.154
C -1.085 0.589 -0.303
C -1.063 1.108 -1.600
C -2.037 1.995 -2.031
C -3.049 2.382 -1.162
C -3.078 1.879 0.131
C -2.102 0.988 0.560
C -0.224 -2.114 -0.475
C -1.384 -2.327 -1.216
C -1.705 -3.595 -1.690
C -0.875 -4.674 -1.427
C 0.288 -4.474 -0.689
C 0.610 -3.209 -0.228
H 1.702 0.098 4.785
H -0.177 -1.226 5.798
H -1.847 -2.298 4.313
H -1.669 -2.031 1.861
H -0.246 0.838 -2.260
H -1.969 2.409 -3.030
H -3.795 3.100 -1.483
H -3.854 2.197 0.820
H -2.120 0.623 1.579
H -2.043 -1.493 -1.427
H -2.612 -3.736 -2.268
H -1.126 -5.662 -1.796
H 0.949 -5.308 -0.481
H 1.526 -3.052 0.333
S 2.729 1.145 -2.690
C 1.792 2.607 -2.698
C 0.922 2.855 -3.772
N 0.204 3.060 -4.662
C 1.828 3.372 -1.525
S 2.819 2.824 -0.200
C 1.034 4.525 -1.344
N 0.395 5.481 -1.204
F 4.577 0.715 -0.682
B 4.024 1.783 -1.375
F 5.008 2.575 -1.942
```

---

- Look up the charge of the seventh one.
  -2